[1]
69
Properties=species:S:1:pos:R:3:forces:R:3 method="wB97M-V/def2-TZVPD" gap_ev=5.18 total_charge=+3 lumo_energy_ev=-10.227 total_energy_ev=-148266.658 e_homo_ev=-15.410
Ta 0.2127 0.5988 -0.3318 -0.65 -0.52 1.51
I 0.1319 -3.3467 -7.2223 0.00 0.14 0.31
C 0.2127 -2.2212 -5.4654 -0.02 -0.11 -0.32
C 0.4132 -0.8462 -5.5455 0.00 -0.12 -0.06
C 0.5014 -0.1024 -4.3872 0.07 0.63 0.89
I 0.4709 1.9956 -4.5118 0.11 -0.30 -0.15
C 0.4453 -0.7188 -3.1277 -0.36 -0.59 -1.56
O 0.6235 -0.0562 -1.9567 0.94 0.13 -0.79
C 0.0996 -2.0720 -3.0644 0.03 0.39 0.58
C -0.2886 -2.6361 -1.7211 0.23 -0.08 -0.23
N -1.2140 -1.7077 -1.0109 0.40 0.55 0.67
C -2.4567 -1.4787 -1.7538 -0.12 0.17 -0.13
C -2.7832 -0.0262 -1.9798 -0.16 -0.14 -0.10
C -3.9598 0.2912 -2.6506 0.02 0.09 0.01
C -4.2708 1.6149 -2.8984 0.04 -0.06 0.01
C -3.3867 2.6022 -2.4745 0.05 -0.03 0.01
C -2.2509 2.2138 -1.8026 -0.12 0.19 -0.02
N -1.9569 0.9261 -1.5537 1.51 0.03 0.80
C -0.0031 -2.8128 -4.2255 -0.02 -0.12 -0.14
H 0.4766 -0.3649 -6.5117 0.01 0.04 0.02
H 0.5787 -2.7962 -1.0814 -0.03 -0.04 -0.05
H -0.7744 -3.6013 -1.8825 -0.02 0.00 0.11
H -1.4348 -2.1375 -0.1182 -0.06 0.01 0.01
H -3.3045 -1.9520 -1.2545 0.05 -0.04 0.06
H -2.3814 -1.9382 -2.7418 -0.01 -0.07 0.04
H -4.6191 -0.5048 -2.9725 0.00 0.00 0.00
H -5.1852 1.8770 -3.4138 0.01 0.00 -0.02
H -3.5775 3.6486 -2.6648 0.01 0.01 0.04
H -1.5505 2.9558 -1.4368 0.00 0.00 0.02
H -0.2676 -3.8615 -4.1705 0.01 0.00 0.03
C -4.1179 0.9018 1.6546 -0.18 0.06 -0.21
N -3.0742 0.3755 2.5202 0.27 -0.03 0.00
C -3.2651 -0.5192 3.5457 0.03 -0.12 0.18
C -2.0532 -0.7271 4.1199 -0.12 -0.14 -0.05
N -1.1208 0.0247 3.4474 -0.09 0.23 0.01
B 0.2907 0.4164 4.0041 -0.08 0.09 -0.09
N 1.3916 -0.6588 3.6795 0.11 -0.25 -0.25
C 2.4146 -0.9054 4.5485 0.17 -0.08 0.10
C 3.3505 -1.6654 3.9108 -0.04 0.02 0.17
N 2.8903 -1.8810 2.6435 -0.12 0.17 0.06
C 3.5914 -2.6367 1.6133 0.02 -0.24 -0.20
C 1.6957 -1.2563 2.5227 0.10 0.09 0.08
S 0.6816 -1.4601 1.1310 -0.35 1.15 -0.94
C -1.7647 0.6784 2.4779 0.04 -0.05 -0.01
S -1.0641 1.8529 1.3965 0.26 0.04 -0.65
H -5.0680 0.8562 2.1797 0.03 -0.02 0.04
H -4.1913 0.3165 0.7374 0.02 -0.02 0.03
H -3.9069 1.9371 1.3990 0.04 0.00 0.06
H -4.2381 -0.9021 3.8018 0.00 0.01 -0.04
H -1.7868 -1.3414 4.9624 -0.01 0.07 0.04
H 0.2061 0.4886 5.1878 0.07 0.02 0.11
H 0.6412 1.4251 3.4599 -0.02 0.09 0.08
H 2.4080 -0.5271 5.5564 -0.05 0.01 -0.02
H 4.2751 -2.0823 4.2722 0.02 0.00 -0.06
H 4.6285 -2.7528 1.9135 0.00 0.04 0.02
H 3.5463 -2.1036 0.6662 0.02 0.03 0.03
H 3.1511 -3.6250 1.4882 -0.04 0.03 0.06
Se 2.2202 4.0348 -2.0568 -0.53 0.04 -0.50
N 3.6086 4.3007 -1.0855 0.67 0.18 0.43
C 3.6532 3.4117 -0.1002 -0.43 -0.13 -0.18
C 4.6034 3.2918 0.9391 0.10 -0.14 0.25
C 4.3776 2.3092 1.8683 0.23 0.34 -0.18
C 3.2809 1.4289 1.7460 -0.34 -0.28 0.05
N 2.3901 1.4982 0.7731 -1.02 -0.91 -0.18
C 2.5551 2.4953 -0.1075 0.46 0.69 -0.26
N 1.6618 2.6591 -1.0625 -1.20 -1.18 0.42
H 5.4539 3.9600 0.9831 -0.01 0.00 0.07
H 5.0410 2.1927 2.7134 0.01 -0.07 -0.02
H 3.1417 0.6465 2.4811 0.05 0.11 -0.02



[2]
154
Properties=species:S:1:pos:R:3:forces:R:3 method="wB97M-V/def2-TZVPD" gap_ev=7.14 total_charge=+1 lumo_energy_ev=-3.747 total_energy_ev=-187213.102 e_homo_ev=-10.883
C -4.8490 1.0604 4.6910 -0.72 0.95 0.04
C -4.8305 1.5364 3.5815 0.85 -0.96 -0.64
C -4.9167 1.9021 2.1111 -1.39 0.84 1.72
O -5.8310 2.9974 2.0906 0.52 0.02 0.26
C -5.5812 3.9243 3.1261 -0.33 1.75 1.46
O -4.5512 4.5204 3.2249 0.23 -0.93 -0.70
C -6.6699 4.2332 4.1485 -0.86 -0.36 -0.05
C -6.3864 5.1928 5.1518 0.34 0.39 0.26
C -7.3272 5.5851 6.1214 -0.73 -1.06 -0.96
C -8.6089 4.9756 6.0667 -0.02 -0.20 -0.15
C -8.9151 3.9850 5.1057 0.90 0.42 -0.16
C -7.9412 3.6215 4.1548 0.02 0.14 0.09
C -3.6336 1.9698 1.2612 1.64 -0.01 1.51
C -3.6556 2.9753 0.0763 0.03 0.15 -0.38
C -2.2932 3.1005 -0.6743 -0.93 -1.23 -0.86
F -3.9593 4.2708 0.5084 -0.05 -0.87 0.20
C -3.3815 0.4207 0.9255 -1.25 0.17 -0.13
N -2.6336 0.0863 -0.2705 -0.65 0.22 -0.46
C -2.8360 -0.4931 2.1037 -0.04 -0.61 0.43
C -1.4482 -1.1467 1.8489 0.36 0.34 1.16
C -0.3445 -0.0346 1.9279 -0.19 0.22 -0.62
C 0.7460 -0.1137 0.8234 0.48 0.15 0.91
C 1.8366 0.9777 1.0738 -0.75 0.31 -0.10
C 1.3205 2.4488 0.9697 0.77 0.85 -0.41
C 1.6354 3.1155 -0.4239 -0.80 -0.21 -0.15
S 2.3133 4.8228 -0.2060 -0.28 0.37 -0.16
C 1.5454 5.7672 -1.5156 0.27 -1.20 0.72
N 0.9267 6.9059 -1.4914 0.64 -1.11 0.06
N 0.5508 7.1166 -2.7968 -0.44 0.36 -1.10
C 0.9226 6.1163 -3.5131 0.29 0.06 0.65
O 1.5986 5.1850 -2.7460 -0.67 0.89 -0.58
C -4.8816 -0.0114 0.8328 -1.40 -1.60 -0.75
C -5.5779 -1.2176 0.1783 1.03 0.13 -1.11
C -4.7209 -2.0627 -0.8129 -0.08 -0.80 0.22
C -3.7952 -3.1272 -0.1385 0.04 -0.23 -0.75
C -4.3736 -4.5921 -0.1332 0.98 0.59 0.53
N -4.3946 -5.0403 1.2877 -1.06 -0.30 -0.48
C -5.4744 -4.4217 2.0303 -0.77 -0.04 0.59
C -6.9607 -4.5046 1.5703 0.51 0.42 -0.64
O -5.2453 -3.8365 3.0596 0.27 0.01 -0.40
N -5.6847 0.7823 1.4651 1.61 0.76 -0.19
Br -7.5155 0.7108 1.6860 0.33 -0.45 -0.09
H -5.0851 0.8989 5.7405 0.48 -0.20 -0.70
H -5.3943 5.6682 5.1967 -0.53 -0.38 -0.27
H -7.0846 6.3468 6.8746 -0.12 -0.47 -0.45
H -9.4092 5.2520 6.7684 0.57 -0.03 -0.25
H -9.9015 3.5067 5.0536 0.47 0.34 0.21
H -8.1874 2.8575 3.4074 0.16 0.43 0.32
H -2.7983 2.2673 1.9373 -0.62 0.06 -0.35
H -4.4877 2.6760 -0.6002 0.52 0.30 0.10
H -1.4458 2.6589 -0.1222 -0.32 0.65 -0.05
H -2.1317 4.1359 -1.0174 0.00 -0.41 0.55
H -2.4050 2.4905 -1.6015 0.33 0.44 0.48
H -1.7373 0.5625 -0.3132 -0.10 -0.20 0.29
H -3.1300 0.3228 -1.1265 0.09 0.13 0.21
H -3.5913 -1.3003 2.2634 0.50 0.44 0.03
H -2.7655 0.0323 3.0786 -0.21 -0.01 -0.74
H -1.2709 -1.8209 2.7182 -0.26 0.26 -0.60
H -1.3941 -1.7858 0.9531 -0.09 0.57 0.24
H 0.1669 -0.0195 2.9149 -0.37 -0.25 -0.55
H -0.8755 0.9476 1.8719 0.46 -0.47 -0.05
H 0.3173 -0.0445 -0.1980 0.22 -0.09 0.43
H 1.2594 -1.0941 0.9461 -0.43 0.47 -0.35
H 2.6605 0.8652 0.3362 -0.29 -0.11 0.70
H 2.2016 0.8416 2.1146 0.04 -0.15 -0.74
H 0.2420 2.5828 1.1720 0.52 -0.23 0.07
H 1.8485 3.0783 1.7208 -0.39 -0.53 -0.27
H 0.7098 3.2472 -1.0214 0.57 -0.25 0.22
H 2.3353 2.4669 -0.9821 -0.22 0.59 0.14
H 0.7798 5.9729 -4.5888 0.16 -0.10 0.69
H -6.4212 -0.7951 -0.4159 0.39 -0.12 0.59
H -6.0169 -1.8775 0.9558 0.25 0.52 -0.21
H -4.1072 -1.4703 -1.5117 -0.55 0.00 0.48
H -5.4432 -2.6188 -1.4531 0.38 0.42 0.37
H -3.5064 -2.8901 0.9009 -0.25 0.05 -0.54
H -2.8505 -3.1465 -0.7218 -0.49 0.05 0.42
H -5.3598 -4.6580 -0.6340 0.54 -0.03 0.08
H -3.6242 -5.2324 -0.6348 -0.72 0.16 0.10
H -4.5625 -6.0508 1.2941 0.10 0.22 0.11
H -7.5287 -3.7324 2.1238 0.29 -0.65 -0.15
H -7.0519 -4.2732 0.4872 0.00 -0.27 0.58
H -7.3875 -5.5115 1.7312 0.28 0.47 0.03
C 4.1663 3.1453 -3.3456 0.04 -0.05 -0.01
C 5.1031 3.9566 -3.9786 0.03 -0.11 0.03
C 6.3982 3.5009 -4.1721 -0.13 0.17 -0.03
C 6.7648 2.2369 -3.7219 -0.15 0.00 0.07
C 5.8309 1.4352 -3.0654 0.10 0.02 -0.05
C 4.5304 1.8891 -2.8898 -0.17 0.22 -0.02
C 6.2147 0.1025 -2.5331 -0.27 -0.31 0.22
O 5.3943 -0.5955 -1.9642 -0.01 0.06 -0.03
C 7.6162 -0.3561 -2.7010 0.13 0.05 -0.04
C 8.0082 -1.5758 -2.1598 0.10 -0.16 0.06
C 9.3110 -2.0190 -2.3224 0.00 0.07 -0.04
C 10.2266 -1.2498 -3.0345 -0.09 0.01 0.03
C 9.8427 -0.0310 -3.5714 0.17 -0.11 0.01
C 8.5410 0.4245 -3.3991 -0.09 -0.11 0.08
C 8.1513 1.7496 -3.9495 0.37 0.25 -0.26
O 8.9489 2.4235 -4.5673 -0.06 -0.03 0.04
H 3.1534 3.4959 -3.2024 0.04 0.00 -0.02
H 4.8211 4.9441 -4.3230 0.01 -0.03 0.01
H 7.1242 4.1311 -4.6697 0.07 -0.15 0.02
H 3.7989 1.2642 -2.3928 0.14 -0.08 0.01
H 7.2982 -2.1786 -1.6080 -0.08 0.12 -0.06
H 9.6157 -2.9667 -1.8958 -0.02 0.03 -0.02
H 11.2424 -1.6011 -3.1666 -0.03 0.02 0.00
H 10.5586 0.5670 -4.1207 -0.14 0.09 0.01
C 2.2537 -1.0907 -3.5413 -0.06 0.04 0.03
C 1.2279 -2.0058 -3.3205 -0.02 0.07 -0.09
C 0.3798 -2.3629 -4.3571 0.02 -0.03 0.22
C 0.5456 -1.7983 -5.6174 0.11 0.11 0.03
C 1.5593 -0.8629 -5.8330 -0.10 -0.13 0.11
C 2.4182 -0.5202 -4.7945 0.09 0.02 0.21
C 1.7202 -0.2129 -7.1612 0.36 0.32 -0.13
O 2.6040 0.5980 -7.3490 -0.06 -0.03 0.05
C 0.7726 -0.5692 -8.2491 -0.15 -0.09 -0.02
C 0.8720 0.0694 -9.4801 -0.02 0.06 -0.19
C 0.0022 -0.2642 -10.5062 -0.02 -0.05 0.06
C -0.9660 -1.2447 -10.3101 0.05 0.04 0.05
C -1.0732 -1.8806 -9.0836 -0.10 0.00 -0.17
C -0.2118 -1.5393 -8.0466 0.10 0.10 -0.05
C -0.3595 -2.2031 -6.7256 -0.35 -0.34 0.01
O -1.2070 -3.0564 -6.5502 0.02 0.07 0.03
H 2.9229 -0.8196 -2.7325 0.05 -0.07 -0.06
H 1.0932 -2.4422 -2.3377 0.03 -0.01 -0.03
H -0.4138 -3.0790 -4.1840 0.01 0.01 -0.18
H 3.2147 0.1949 -4.9608 -0.08 -0.01 -0.13
H 1.6258 0.8302 -9.6378 0.03 -0.07 0.14
H 0.0783 0.2381 -11.4626 0.01 -0.02 0.03
H -1.6401 -1.5091 -11.1154 0.02 0.00 0.03
H -1.8303 -2.6394 -8.9329 0.08 0.02 0.13
C 6.0751 -0.8225 4.5589 -0.01 -0.04 0.04
C 6.7848 -1.5442 5.5140 -0.08 -0.01 -0.04
C 6.1643 -2.5649 6.2170 0.19 0.08 0.00
C 4.8279 -2.8613 5.9769 -0.05 0.13 -0.11
C 4.1088 -2.1214 5.0356 0.08 -0.04 0.06
C 4.7407 -1.1094 4.3205 0.13 0.11 -0.04
C 2.6676 -2.3925 4.8018 -0.17 0.22 -0.28
O 2.0418 -1.7498 3.9782 -0.08 0.03 -0.04
C 2.0018 -3.4563 5.5970 0.00 -0.07 0.09
C 0.6399 -3.6860 5.4321 -0.17 -0.09 0.04
C 0.0118 -4.6846 6.1589 0.06 0.00 0.00
C 0.7436 -5.4654 7.0485 0.02 0.06 -0.05
C 2.0996 -5.2373 7.2209 -0.14 -0.12 0.08
C 2.7309 -4.2273 6.5040 -0.13 0.06 -0.09
C 4.1786 -3.9700 6.7242 0.30 -0.27 0.33
O 4.8160 -4.6481 7.5024 -0.05 0.03 -0.04
H 6.5642 -0.0313 4.0041 -0.02 -0.03 0.02
H 7.8242 -1.3105 5.7078 -0.03 -0.02 -0.01
H 6.7206 -3.1279 6.9555 -0.14 -0.07 -0.02
H 4.1903 -0.5425 3.5805 -0.09 -0.09 0.06
H 0.0677 -3.0830 4.7386 0.15 0.03 -0.02
H -1.0499 -4.8581 6.0323 0.04 0.00 0.00
H 0.2531 -6.2502 7.6109 0.02 0.03 -0.02
H 2.6652 -5.8433 7.9171 0.10 0.11 -0.06



[3]
46
Properties=species:S:1:pos:R:3:forces:R:3 method="wB97M-V/def2-TZVPD" gap_ev=6.08 total_charge=+4 lumo_energy_ev=-13.201 total_energy_ev=-227405.355 e_homo_ev=-19.283
Sn 0.1549 -0.1069 0.9021 -0.71 -0.30 -0.14
Cl 7.0010 5.0173 1.7832 -0.15 -0.07 -0.03
C 5.5137 4.3312 1.5557 0.22 0.07 0.03
C 5.4448 2.8968 1.4716 0.00 -0.08 0.01
C 4.2492 2.3075 1.3069 0.11 -0.05 -0.01
Cl 4.0641 0.6301 1.2239 0.03 0.02 -0.01
C 2.9910 3.1255 1.1935 -0.18 0.00 0.12
O 1.9080 2.6201 1.0557 0.30 0.13 -0.04
C 3.1593 4.6292 1.2935 0.02 0.12 0.01
Cl 1.7616 5.5426 1.2008 0.03 0.01 -0.01
C 4.3812 5.1831 1.4644 -0.12 0.03 0.00
H 6.3619 2.3282 1.5550 -0.01 -0.02 0.00
H 4.5157 6.2539 1.5463 -0.02 0.00 -0.01
Br -0.4971 0.2397 4.1432 0.03 0.01 -0.02
C -2.0878 -0.8230 3.9726 0.02 0.01 0.10
Br -2.4521 -1.2577 2.1089 0.10 0.05 0.05
H -2.9260 -0.2512 4.3503 -0.02 -0.03 -0.02
H -1.9412 -1.7565 4.5010 -0.03 -0.01 -0.01
N -5.2610 0.6553 -1.4175 0.00 -0.01 -0.02
C -4.0238 1.3004 -0.8442 0.02 -0.02 -0.01
P -2.5335 0.5458 -1.6543 -0.14 -0.09 0.17
O -3.0761 -0.6047 -2.4312 -0.01 -0.09 -0.06
O -1.5022 0.3625 -0.5577 0.26 0.23 -0.25
C -1.8860 1.6841 -2.9801 0.02 0.00 0.05
N -1.8707 0.8964 -4.2664 -0.03 -0.01 -0.01
H -5.9609 0.4556 -0.6978 0.00 0.00 -0.01
H -4.9783 -0.2300 -1.8756 -0.01 0.00 0.01
H -5.7213 1.2368 -2.1220 0.00 0.00 0.01
H -3.9729 1.0438 0.2129 0.01 0.01 0.00
H -4.1061 2.3822 -0.9279 0.02 0.00 0.00
H -0.8844 2.0464 -2.7645 0.00 0.00 0.00
H -2.5358 2.5469 -3.1181 0.01 0.01 0.03
H -2.4172 0.0258 -4.0960 0.00 0.00 -0.01
H -0.9272 0.6264 -4.5494 0.00 0.01 -0.01
H -2.2830 1.4111 -5.0484 0.02 0.00 -0.01
C 1.1639 -6.5215 0.7981 0.01 0.01 0.02
N 1.0586 -5.0840 1.0727 0.03 0.01 0.00
C 1.0610 -4.1591 0.1455 -0.44 0.14 -0.04
N 1.1322 -4.4670 -1.1371 -0.06 -0.07 -0.03
S 1.0168 -2.4743 0.6436 0.61 0.02 0.13
H 1.1418 -7.0500 1.7454 0.01 0.00 0.00
H 2.1057 -6.7445 0.2961 0.00 -0.01 0.00
H 0.3179 -6.8543 0.1963 0.01 -0.01 0.00
H 1.0213 -4.7722 2.0310 -0.01 -0.01 0.00
H 1.1698 -5.4266 -1.4509 0.06 0.01 0.00
H 1.1494 -3.7413 -1.8313 0.03 0.00 0.00



[4]
16
Properties=species:S:1:pos:R:3:forces:R:3 method="wB97M-V/def2-TZVPD" gap_ev="3.46 / 3.48" total_charge=+1 lumo_energy_ev="-8.146 / -8.131" total_energy_ev=-11000.248 e_homo_ev="-11.607 / -11.607"
C -3.6408 0.3600 0.9083 0.55 -0.17 -1.14
C -1.7517 0.7136 -0.7631 0.77 0.21 2.02
C -2.3342 0.5757 0.6095 2.22 1.43 0.47
C -1.6506 -0.7812 -0.8808 -0.04 -1.89 -0.39
C -2.1405 -1.6494 -1.8454 -0.90 1.93 -0.63
N -4.7231 0.1850 1.1915 -2.89 -0.42 0.83
N 6.6893 0.5488 1.3528 0.13 1.80 -1.12
F -1.5797 -2.7967 -2.1065 -0.38 0.52 0.81
H -2.4195 1.1809 -1.4301 -0.85 0.42 -0.94
H -0.7431 1.1931 -0.7665 -0.91 -0.41 0.00
H -1.8388 0.8107 1.6371 0.30 -0.92 -2.09
H -0.9700 -1.2350 -0.2075 1.07 -0.33 0.26
H -2.9648 -1.3820 -2.5730 1.05 -0.37 0.81
H 7.0505 1.5206 1.1216 -0.49 -1.85 0.63
H 7.2656 0.1008 2.0383 0.29 0.06 0.34
H 5.7513 0.6548 1.7137 0.07 0.00 0.15



[5]
9
Properties=species:S:1:pos:R:3:forces:R:3 method="wB97M-V/def2-TZVPD" gap_ev=8.29 total_charge=0 lumo_energy_ev=-1.320 total_energy_ev=-19002.551 e_homo_ev=-9.612
C -0.6880 -0.1531 -0.8421 -2.32 -2.35 1.14
C -1.0365 -0.2612 0.5026 -0.58 0.59 0.10
C 0.4517 0.5641 -1.2364 1.40 1.94 -1.75
N 1.3282 1.2509 -1.6190 -1.66 -1.57 0.91
N 2.1411 -0.7204 1.2264 0.70 -1.19 0.02
O -0.4044 0.3766 1.5187 0.57 -0.74 -1.74
S 1.4880 0.5297 1.1545 -1.07 1.18 1.09
H -1.3088 -0.7719 -1.6014 1.37 1.35 1.34
H -1.9713 -0.8148 0.8968 1.59 0.78 -1.11



[6]
14
Properties=species:S:1:pos:R:3:forces:R:3 method="wB97M-V/def2-TZVPD" gap_ev="8.65 / 9.79" total_charge=0 lumo_energy_ev="-0.176 / 0.336" total_energy_ev=-7253.011 e_homo_ev="-8.828 / -9.450"
C -3.5230 -0.2834 0.3735 0.31 -1.09 1.77
C 0.5796 -0.2809 0.0169 0.87 -0.41 -0.66
C 1.8865 -0.7560 0.6456 -0.58 1.35 -0.15
C 0.5662 0.8690 -0.9801 2.78 -0.51 0.02
N -2.6927 0.3875 -0.2638 -0.91 -0.76 0.43
N -0.3939 -1.0107 0.2141 -1.17 -0.10 0.21
H -4.4757 0.0451 0.8142 -0.16 0.92 -0.83
H -3.4150 -1.3020 0.9135 0.86 0.97 -1.40
H 1.6301 -0.7430 1.7386 1.20 -0.02 -0.90
H 2.5949 0.0245 0.2375 0.00 -1.31 1.21
H 2.0430 -1.7670 0.2617 0.48 0.25 0.32
H 1.4642 1.6038 -0.8724 -2.04 -0.84 0.53
H 0.8661 0.4047 -1.9510 -1.01 0.30 0.39
H -0.4408 1.1795 -0.8476 -0.62 1.25 -0.95